DFT (ωB97M-V with the def2-TZVPD basis set) results for a structure of composition C41H114N12O11 in a non-equilibrium geometry.

Geometry as XYZ:
```
178
Properties=species:S:1:pos:R:3:mulliken_charge:R:1
C 1.726 3.121 -1.431 -0.24
O 2.755 3.347 -1.969 -0.84
N 1.283 3.807 -0.386 -0.21
N 0.900 2.189 -1.745 0.70
H 0.363 3.495 -0.112 0.01
H 1.837 4.613 -0.134 0.39
H 1.137 1.713 -2.603 0.02
H 0.414 1.614 -1.073 0.42
C -5.128 2.829 -4.809 -1.50
C -4.211 1.552 -4.445 -0.61
C -3.004 1.921 -3.549 2.52
O -1.908 2.237 -4.435 -0.63
C -0.694 2.509 -3.797 -0.28
N -4.923 0.496 -3.737 -0.31
H -5.388 3.092 -3.784 0.32
H -6.050 2.489 -5.282 0.43
H -4.511 3.458 -5.450 0.40
H -3.950 1.027 -5.364 0.51
H -2.659 1.143 -2.868 0.44
H -3.235 2.752 -2.883 -1.50
H -0.577 3.460 -3.276 0.25
H 0.217 2.555 -4.393 0.52
H -0.445 1.759 -3.047 -0.42
H -4.310 -0.300 -3.635 -1.23
H -5.583 0.056 -4.362 0.43
C 0.660 -2.631 -1.751 0.48
C 1.435 -2.024 -2.939 -0.61
C 1.088 -2.484 -4.339 -0.76
O 1.768 -3.655 -4.419 -0.31
C 1.700 -4.178 -5.719 -0.82
N 1.508 -0.589 -2.820 -0.24
H 0.531 -2.048 -0.839 1.43
H 0.811 -3.684 -1.514 1.02
H -0.341 -2.706 -2.176 -0.56
H 2.467 -2.177 -2.623 0.29
H 1.354 -1.755 -5.104 0.52
H 0.002 -2.576 -4.360 0.33
H 1.899 -3.438 -6.494 0.35
H 0.706 -4.586 -5.898 0.28
H 2.409 -5.005 -5.782 0.26
H 1.855 -0.035 -3.591 0.40
H 2.101 -0.366 -2.034 0.32
C 1.721 -0.749 0.266 0.25
C 1.279 0.599 0.992 1.21
C -0.181 0.937 0.766 -0.25
O -0.288 1.143 -0.624 0.05
C -1.401 0.423 -1.127 -0.26
N 1.670 0.345 2.341 0.32
H 1.474 -0.624 -0.788 -2.29
H 1.089 -1.573 0.597 -1.10
H 2.795 -0.910 0.358 -0.40
H 1.898 1.398 0.584 -0.26
H -0.575 1.757 1.366 0.22
H -0.615 0.030 1.186 -1.42
H -2.338 0.475 -0.573 -0.79
H -1.196 -0.636 -1.284 -0.70
H -1.532 0.868 -2.114 1.33
H 2.663 0.210 2.220 -0.34
H 1.688 1.181 2.908 -0.05
C 4.551 -2.632 0.328 -2.12
C 3.591 -3.512 1.116 1.33
C 2.206 -3.645 0.440 0.40
O 1.292 -4.360 1.277 -0.51
C -0.018 -3.726 1.155 -0.18
N 4.319 -4.638 1.488 -0.64
H 5.553 -2.666 0.754 0.44
H 4.157 -1.622 0.216 0.61
H 4.608 -2.867 -0.734 0.59
H 3.516 -3.018 2.085 -0.73
H 2.371 -4.234 -0.462 0.55
H 1.927 -2.633 0.147 -0.52
H -0.443 -3.737 0.152 -0.15
H 0.203 -2.752 1.591 -1.42
H -0.710 -4.251 1.815 0.91
H 3.877 -5.217 2.188 0.34
H 4.259 -5.180 0.639 0.37
C -3.844 6.226 -0.156 -1.50
C -2.964 5.948 -1.434 0.17
C -2.872 4.479 -1.808 -0.31
O -2.298 3.684 -0.678 -0.68
C -2.269 2.255 -1.046 -1.78
N -3.552 6.770 -2.501 -0.74
H -4.863 5.858 -0.279 0.39
H -3.969 7.251 0.193 0.43
H -3.584 5.771 0.799 0.27
H -1.913 6.238 -1.459 0.31
H -2.153 4.349 -2.617 -0.05
H -3.854 4.071 -2.048 0.28
H -1.479 1.907 -1.712 -0.05
H -3.170 1.980 -1.595 2.68
H -2.121 1.616 -0.176 1.01
H -3.603 7.764 -2.327 0.26
H -4.516 6.472 -2.546 0.28
C -3.104 -1.055 -1.540 -0.21
C -3.812 -2.169 -2.285 0.23
C -3.134 -3.576 -2.351 0.22
O -3.731 -4.456 -3.292 -0.49
C -2.956 -5.672 -3.479 -0.67
N -5.236 -2.298 -1.931 -0.72
H -2.922 -1.277 -0.489 -0.14
H -3.665 -0.120 -1.552 -0.07
H -2.100 -0.883 -1.928 0.40
H -3.948 -1.706 -3.262 1.01
H -3.072 -4.005 -1.351 0.27
H -2.108 -3.406 -2.677 -0.54
H -2.676 -6.248 -2.597 0.31
H -1.948 -5.398 -3.791 0.15
H -3.351 -6.276 -4.295 0.33
H -5.588 -2.954 -2.614 0.41
H -5.665 -1.394 -2.069 0.24
C 1.297 3.478 2.984 -1.47
C 2.603 2.738 2.992 0.76
C 3.900 3.610 3.416 -0.30
O 3.905 4.912 2.797 -0.44
C 4.061 5.176 1.485 -0.17
N 2.470 1.524 3.737 -0.15
H 0.462 2.863 2.651 0.09
H 1.241 4.353 2.336 0.27
H 1.191 3.738 4.038 0.50
H 2.821 2.383 1.985 0.00
H 4.874 3.139 3.286 0.25
H 3.897 3.806 4.489 0.35
H 3.283 4.678 0.907 -0.35
H 4.960 4.824 0.979 0.27
H 4.005 6.249 1.303 0.31
H 3.356 1.051 3.839 -0.33
H 2.268 1.732 4.704 0.44
C -3.600 -3.575 1.399 -1.85
C -3.654 -2.066 1.341 2.33
C -4.993 -1.479 0.909 -1.02
O -5.063 -0.032 0.774 -0.49
C -4.234 0.598 -0.181 -0.37
N -3.372 -1.690 2.676 -0.47
H -2.579 -3.953 1.361 0.14
H -4.074 -4.009 0.519 0.65
H -4.174 -4.084 2.174 0.34
H -2.747 -1.790 0.804 -1.03
H -5.921 -1.707 1.434 0.31
H -5.029 -1.857 -0.112 0.48
H -3.250 0.132 -0.238 -0.68
H -3.995 1.656 -0.082 0.77
H -4.694 0.515 -1.165 0.44
H -3.678 -0.736 2.802 0.42
H -2.370 -1.563 2.683 -0.74
C 4.489 -0.867 2.486 -0.63
C 5.459 0.161 3.035 0.00
C 5.601 1.496 2.225 0.20
O 6.636 2.369 2.780 -0.40
C 7.977 2.004 2.647 -0.76
N 4.735 0.486 4.303 -0.56
H 4.854 -1.081 1.481 -0.55
H 3.465 -0.496 2.423 0.41
H 4.638 -1.764 3.087 0.77
H 6.453 -0.283 3.092 0.71
H 4.645 1.998 2.078 -1.04
H 5.950 1.143 1.254 0.70
H 8.132 1.026 3.103 0.33
H 8.460 2.787 3.232 0.30
H 8.412 2.203 1.668 0.27
H 4.398 -0.276 4.874 0.23
H 5.559 0.873 4.739 0.31
C -1.678 -1.247 4.695 -1.82
C -0.366 -1.012 3.876 0.33
C 0.384 -2.351 3.596 2.13
O 0.614 -3.002 4.873 -0.59
C 1.629 -3.955 4.758 -0.67
N -0.828 -0.335 2.609 1.54
H -2.201 -0.318 4.924 0.40
H -1.499 -1.722 5.659 0.34
H -2.324 -1.935 4.148 0.86
H 0.248 -0.316 4.448 0.31
H 1.352 -2.251 3.105 -0.67
H -0.343 -2.915 3.011 -0.11
H 2.519 -3.326 4.796 0.19
H 1.698 -4.547 3.845 0.17
H 1.761 -4.603 5.624 0.40
H -1.398 0.457 2.867 0.29
H 0.022 0.057 2.229 -1.13
```

Output
**Highest occupied orbital energy**: -7.68 eV
**Molecular weight**: 951.4 g/mol
**Energy above the lowest of the compared OMol25 structures with the same formula, charge and spin**: 35.552 eV
**Electronic energy**: -3113.76960 a.u.
**Gap between HOMO and LUMO**: 8.138 eV

=====

DFT (ωB97M-V with the def2-TZVPD basis set) results for a structure of composition C20H29GdNOP2 in a non-equilibrium geometry.

Geometry as XYZ:
```
54
Properties=species:S:1:pos:R:3:mulliken_charge:R:1
C -1.491 3.432 -1.718 -0.58
C -1.263 2.112 -1.332 0.36
C 0.084 1.667 -1.198 0.32
C 1.148 2.496 -1.605 0.62
C 0.876 3.815 -2.000 -0.79
C -0.431 4.288 -2.029 -0.98
C 2.523 2.000 -1.587 -0.78
C 2.662 0.550 -1.448 0.66
C 1.548 -0.245 -1.113 0.47
C 1.621 -1.664 -1.198 0.13
C 2.874 -2.247 -1.384 -0.61
C 4.012 -1.461 -1.593 -1.02
C 3.904 -0.076 -1.645 -0.71
H -2.520 3.790 -1.787 0.45
H 1.712 4.453 -2.297 0.43
H -0.635 5.320 -2.314 0.38
H 3.092 2.366 -2.454 0.60
H 2.956 -3.335 -1.383 0.48
H 4.979 -1.941 -1.737 0.37
H 4.774 0.550 -1.852 0.45
N 0.366 0.390 -0.679 0.73
Gd -0.391 -0.130 1.250 -0.08
C -2.434 1.181 -1.054 -1.39
H -2.253 0.176 -1.470 0.28
H -3.355 1.580 -1.500 0.62
C 0.373 -2.532 -1.094 -1.40
H -0.459 -2.105 -1.680 0.37
H 0.581 -3.543 -1.474 0.53
P -2.839 0.969 0.762 0.77
P -0.256 -2.773 0.643 0.96
C 1.091 -3.753 1.385 -1.13
H 1.136 -3.532 2.460 0.27
H 0.890 -4.824 1.248 0.36
H 2.064 -3.508 0.942 0.31
C -1.573 -4.011 0.440 -1.35
H -1.151 -4.999 0.202 0.44
H -2.127 -4.075 1.387 0.37
H -2.270 -3.704 -0.350 0.37
C -3.302 2.663 1.233 -1.22
H -4.321 2.898 0.895 0.36
H -3.263 2.726 2.328 0.38
H -2.601 3.398 0.822 0.36
C -4.446 0.116 0.728 -1.22
H -4.770 -0.038 1.767 0.37
H -5.199 0.714 0.192 0.40
H -4.341 -0.867 0.249 0.31
H 3.286 2.711 -0.599 -0.37
H 3.755 3.139 -0.078 0.18
C 0.838 -1.027 4.307 -0.40
O 0.734 -0.040 3.253 -0.31
H 1.858 -1.045 4.702 0.28
H 0.585 -1.993 3.862 0.02
H 0.122 -0.785 5.095 0.28
H 1.244 0.754 3.498 0.29
```

Output
**Highest occupied orbital energy (spin up / spin down)**: -8.76 / -8.08 eV
**Molecular weight**: 518.7 g/mol
**Charge**: +1
**Spin multiplicity**: 8
**Electronic energy**: -2357.54499 a.u.
**Gap between HOMO and LUMO (spin up / spin down)**: 5.841 / 4.978 eV

=====

DFT (ωB97M-V with the def2-TZVPD basis set) results for a structure of composition C7H16NO2 in a non-equilibrium geometry.

Geometry as XYZ:
```
26
Properties=species:S:1:pos:R:3:mulliken_charge:R:1
C 1.798 -1.171 -1.781 -1.15
C 1.852 0.794 -3.525 -1.30
C -1.769 -1.533 3.853 -1.10
C -2.404 0.506 2.205 -1.24
C 0.359 1.090 -1.645 -0.73
C 1.766 0.328 -2.092 0.37
C -1.424 -0.510 2.832 0.95
N 0.023 0.505 -0.502 0.19
O -0.037 1.255 0.520 -0.40
O -0.259 -0.447 2.461 -0.53
H 2.788 -1.432 -1.877 0.41
H 1.197 -1.416 -0.815 0.27
H 1.303 -1.572 -2.616 0.33
H 2.810 0.694 -3.941 0.39
H 1.731 1.898 -3.512 0.35
H 1.045 0.149 -4.068 0.35
H -0.944 -1.659 4.544 0.39
H -2.724 -1.305 4.269 0.34
H -1.583 -2.433 3.271 0.33
H -2.889 0.999 3.097 0.34
H -3.139 -0.083 1.707 0.34
H -1.949 1.154 1.561 0.49
H 0.345 2.229 -1.595 0.45
H -0.354 0.770 -2.372 0.36
H 2.545 0.750 -1.479 0.34
H -0.086 0.442 1.498 0.45
```

Output
**Highest occupied orbital energy**: -14.66 eV
**Molecular weight**: 146.2 g/mol
**Charge**: +1
**Energy above the lowest of the compared OMol25 structures with the same formula, charge and spin**: 3.779 eV
**Electronic energy**: -481.14636 a.u.
**Gap between HOMO and LUMO**: 9.331 eV

=====

DFT (ωB97M-V with the def2-TZVPD basis set) results for a structure of composition C17H21N6O6SW.

Geometry as XYZ:
```
52
Properties=species:S:1:pos:R:3:mulliken_charge:R:1
W 0.777 0.672 -0.568 2.66
N 0.249 1.784 -2.458 -0.69
C -1.222 1.895 -2.577 -0.62
C -1.734 2.286 -1.199 0.66
O -2.738 2.947 -1.036 -0.67
N -0.904 1.822 -0.230 -0.29
C -1.038 2.386 1.098 -0.66
C 0.343 2.474 1.723 0.38
O 0.566 2.953 2.799 -0.63
O 1.294 1.928 0.953 -0.82
H 0.651 2.717 -2.387 0.37
H 0.649 1.353 -3.287 0.32
H -1.617 0.921 -2.867 0.19
H -1.529 2.637 -3.312 0.45
H -1.668 1.781 1.759 0.21
H -1.496 3.375 1.055 0.63
O 2.761 -1.271 2.419 -0.65
C 1.914 -0.910 1.647 0.44
O 2.124 -0.579 0.387 -0.83
C 0.445 -0.912 1.976 0.56
C -0.020 -1.337 3.222 -1.08
C -1.370 -1.423 3.404 -0.80
C -2.242 -1.172 2.324 0.91
C -3.645 -1.326 2.445 -0.79
C -4.457 -1.122 1.370 -0.75
C -3.897 -0.785 0.118 -0.77
C -2.550 -0.616 -0.029 -0.41
C -1.693 -0.775 1.082 0.10
N -0.339 -0.573 0.962 0.21
H 0.703 -1.566 3.991 0.58
H -1.786 -1.711 4.362 0.47
H -4.053 -1.612 3.406 0.43
H -5.528 -1.235 1.465 0.41
H -4.547 -0.657 -0.737 0.45
H -2.128 -0.381 -0.994 0.49
C -0.279 -2.885 -3.115 -1.50
C 0.490 -2.065 -2.128 0.73
N 1.412 -2.659 -1.394 -0.17
O 0.245 -0.834 -2.023 -0.67
H -0.837 -3.663 -2.592 0.38
H 0.400 -3.368 -3.817 0.45
H -0.972 -2.250 -3.658 0.31
H 1.596 -3.642 -1.506 0.22
H 1.941 -2.119 -0.712 0.24
N 3.975 1.710 0.779 -0.27
C 4.169 1.231 -0.427 0.88
N 5.347 0.720 -0.765 -0.40
S 2.965 1.321 -1.688 -0.63
H 4.651 1.534 1.509 0.25
H 3.019 1.932 1.071 0.32
H 6.121 0.695 -0.121 0.21
H 5.484 0.373 -1.698 0.22
```

Output
**Highest occupied orbital energy (spin up / spin down)**: -10.38 / -11.86 eV
**Molecular weight**: 621.3 g/mol
**Charge**: +1
**Spin multiplicity**: 3
**Energy above the lowest of the compared OMol25 structures with the same formula, charge and spin**: 0.000 eV
**Electronic energy**: -1905.70774 a.u.
**Gap between HOMO and LUMO (spin up / spin down)**: 6.865 / 8.156 eV